Version 1
A structure of composition C6H9NO. Source: OMol25; level of theory: ωB97M-V/def2-TZVPD.

For the highest occupied orbital energy, the calculation gives -9.19 eV.

ORCA input file:
```
! RIJCOSX wB97M-V def2-TZVPD def2/J DEFGRID3
* xyz 0 1
C 0.166 1.829 1.299
C -1.250 -0.141 1.037
C -0.142 -0.324 0.173
C -0.222 -0.844 -1.319
C 1.362 -0.601 0.419
C 2.464 -1.086 0.420
H -0.266 3.000 1.352
H 1.132 1.718 0.506
H 0.301 1.117 2.260
H -1.312 -0.550 2.197
H -2.179 -0.551 0.665
H 0.948 -1.282 -1.856
H -0.801 -1.826 -1.108
H -1.293 0.784 -2.078
H 3.347 -2.140 0.478
N -0.589 1.008 0.527
O -1.252 -0.040 -2.285
*
```

Version 2
An isolated molecule of C6H9NO. Source: OMol25; level of theory: ωB97M-V/def2-TZVPD.

For the highest occupied orbital energy, the calculation gives -8.33 eV. As for the structure (SMILES): C=NC[C@H]1C=CCO1.

ORCA input file:
```
! RIJCOSX wB97M-V def2-TZVPD def2/J DEFGRID3
* xyz 0 1
C -2.497 -1.008 0.288
N -1.534 -0.020 0.545
C -1.241 1.048 -0.408
C 0.299 0.957 -0.487
C 0.992 0.897 0.728
C 1.662 -0.324 0.886
C 1.630 -1.028 -0.343
O 0.645 -0.368 -1.073
H -2.815 -0.925 -0.817
H -2.761 -1.733 0.969
H -1.545 0.843 -1.483
H -1.510 1.877 0.251
H 1.121 1.578 -1.038
H 1.214 1.660 1.309
H 2.388 -0.297 1.680
H 1.423 -2.036 -0.265
H 2.527 -1.120 -0.741
*
```

Version 3
A structure of composition C6H9NO. Source: OMol25; level of theory: ωB97M-V/def2-TZVPD.

For the highest occupied orbital energy, the calculation gives -9.52 eV.

ORCA input file:
```
! RIJCOSX wB97M-V def2-TZVPD def2/J DEFGRID3
* xyz 0 1
C 0.695 0.944 -2.846
C 0.729 0.018 -0.654
C -0.089 -0.340 0.589
C -1.381 -0.226 0.969
C -1.243 -0.648 2.356
C 0.338 -0.751 2.004
H 1.814 0.572 -2.964
H 0.234 0.520 -3.914
H 1.298 2.263 -3.051
H -0.913 0.916 -1.400
H -2.242 0.005 0.370
H -1.701 -1.840 2.915
H -1.679 0.033 3.310
H 0.694 -1.835 2.069
H 1.237 0.050 2.509
N 0.139 0.478 -1.641
O 2.071 -0.160 -0.621
*
```

Version 4
A structure of composition C6H9NO. Source: OMol25; level of theory: ωB97M-V/def2-TZVPD.

For the highest occupied orbital energy, the calculation gives -9.51 eV.

ORCA input file:
```
! RIJCOSX wB97M-V def2-TZVPD def2/J DEFGRID3
* xyz 0 1
C -2.115 -0.110 -0.022
C -0.994 -1.136 0.391
C 0.334 -0.922 -0.450
C 1.816 -1.178 0.002
C 1.331 0.175 -0.151
C 1.618 1.430 -0.047
H -0.945 1.407 1.038
H -2.391 1.901 0.122
H -1.613 -2.042 0.126
H -0.645 -0.916 1.311
H -0.009 -0.648 -1.500
H 2.715 -1.054 -1.005
H 1.939 -1.661 0.807
H 1.116 2.353 -0.261
H 2.846 1.505 0.017
N -1.652 1.167 -0.018
O -3.350 -0.272 -0.361
*
```

Which of them is most stable? Easy: version 2.

Version 1
A structure of composition C6H9NO. Source: OMol25; level of theory: ωB97M-V/def2-TZVPD.

For the highest occupied orbital energy, the calculation gives -7.67 eV.

ORCA input file:
```
! RIJCOSX wB97M-V def2-TZVPD def2/J DEFGRID3
* xyz 0 1
C 0.998 0.802 0.367
C 2.080 1.211 -0.593
C -2.167 -1.198 0.277
C -0.304 0.525 -0.073
C -0.982 -0.440 0.822
O -0.717 0.595 -1.339
C 0.403 -1.164 0.728
N 0.983 -2.182 0.548
H -0.022 0.990 -1.889
H 1.102 1.130 1.391
H -1.089 -0.049 1.835
H 1.798 2.075 -1.207
H 2.329 0.363 -1.243
H 2.975 1.515 -0.049
H -1.896 -1.722 -0.641
H -2.503 -1.934 1.011
H -2.989 -0.519 0.052
*
```

Version 2
An isolated molecule of C6H9NO. Source: OMol25; level of theory: ωB97M-V/def2-TZVPD.

For the highest occupied orbital energy, the calculation gives -8.47 eV. As for the structure (SMILES): ON=C1C[C@@H]2C[C@H]2C1.

ORCA input file:
```
! RIJCOSX wB97M-V def2-TZVPD def2/J DEFGRID3
* xyz 0 1
O 2.604 -0.624 -0.091
N 1.968 0.654 -0.070
C 0.711 0.389 -0.009
C 0.144 -0.966 0.027
C -1.353 -0.798 0.355
C -2.651 -0.332 -0.175
C -1.442 0.590 -0.417
C -0.375 1.289 0.259
H 3.486 -0.392 0.100
H 0.518 -1.525 0.940
H 0.410 -1.408 -0.923
H -1.441 -0.583 1.383
H -3.059 -0.886 -0.934
H -3.296 0.063 0.590
H -0.923 0.441 -1.374
H -0.036 2.178 -0.298
H -0.468 1.496 1.495
*
```

Version 3
An isolated molecule of C6H9NO. Source: OMol25; level of theory: ωB97M-V/def2-TZVPD.

For the highest occupied orbital energy, the calculation gives -8.96 eV. As for the structure (SMILES): C#C[C@]1(NC)C[C@H]1O.

ORCA input file:
```
! RIJCOSX wB97M-V def2-TZVPD def2/J DEFGRID3
* xyz 0 1
C 2.817 -0.763 -0.185
C 1.637 -0.513 -0.068
C 0.184 -0.078 0.099
N -0.259 1.086 -0.636
C -0.057 2.377 0.069
C -0.618 -0.416 1.354
C -0.788 -1.195 0.037
O -1.887 -1.011 -0.760
H 3.822 -1.101 -0.698
H -1.253 0.823 -0.693
H -0.325 2.335 1.147
H 1.077 2.574 -0.004
H -0.637 3.101 -0.566
H -1.367 0.359 1.539
H -0.213 -0.786 2.326
H -0.460 -2.264 -0.116
H -2.779 -1.021 -0.230
*
```

Which of them is most stable? Easy: version 1.

Version 1
An isolated molecule of C6H9NO. Source: OMol25; level of theory: ωB97M-V/def2-TZVPD.

For the highest occupied orbital energy, the calculation gives -9.35 eV. As for the structure (SMILES): O[C@H]1C=C[C@H]2CN[C@H]12.

ORCA input file:
```
! RIJCOSX wB97M-V def2-TZVPD def2/J DEFGRID3
* xyz 0 1
O 1.919 -1.482 -0.183
C 1.166 -0.432 0.350
C 1.574 1.228 0.091
C 0.398 1.800 -0.217
C -0.839 0.799 0.082
C -2.307 0.114 -0.276
N -1.596 -1.197 0.277
C -0.213 -0.460 -0.236
H 1.615 -1.702 -1.117
H 1.294 -0.547 1.496
H 2.509 1.590 0.219
H 0.421 3.062 -0.149
H -1.032 0.710 1.231
H -3.141 0.684 0.473
H -2.651 -0.260 -1.380
H -1.721 -1.040 1.359
H -0.150 -0.560 -1.371
*
```

Version 2
A structure of composition C6H9NO. Source: OMol25; level of theory: ωB97M-V/def2-TZVPD.

For the highest occupied orbital energy, the calculation gives -8.57 eV.

ORCA input file:
```
! RIJCOSX wB97M-V def2-TZVPD def2/J DEFGRID3
* xyz 0 1
C 1.322 0.263 -0.144
C -1.179 -1.971 0.415
C 1.610 1.726 0.049
C -1.095 -0.490 0.152
C -0.871 -0.084 -1.305
N 0.270 0.221 -1.683
C -1.444 0.468 0.979
O -1.617 1.417 1.641
H -1.725 -0.251 -1.975
H 1.192 -0.259 0.806
H 2.106 -0.278 -0.664
H -0.266 -2.464 0.080
H -1.338 -2.183 1.473
H -2.011 -2.404 -0.143
H 0.742 2.246 0.459
H 2.438 1.844 0.755
H 1.866 2.198 -0.897
*
```

Version 3
A structure of composition C6H9NO. Source: OMol25; level of theory: ωB97M-V/def2-TZVPD.

For the highest occupied orbital energy, the calculation gives -8.62 eV.

ORCA input file:
```
! RIJCOSX wB97M-V def2-TZVPD def2/J DEFGRID3
* xyz 0 1
C 1.140 0.183 -0.209
C 0.244 0.589 0.964
C -0.210 1.670 0.049
C -0.079 0.590 -1.003
C -1.251 -0.332 -0.607
C -1.066 -0.373 0.711
H 2.192 -0.999 1.184
H 2.758 -1.125 -0.655
H 1.614 1.109 -0.324
H 0.528 0.742 2.011
H -1.295 1.893 0.234
H 0.498 2.324 0.237
H 0.069 0.627 -2.041
H -2.116 0.123 -1.119
H -1.998 -0.045 1.260
N 1.940 -0.944 -0.071
O -1.062 -1.500 0.035
*
```

Which of them is most stable? Easy: version 2.

Version 1
A cluster of 2 separate species, C6H9NO in total. Source: OMol25; level of theory: ωB97M-V/def2-TZVPD.

For the highest occupied orbital energy, the calculation gives -9.87 eV. As for the structure (SMILES): C#CC(C)=O.[H]/N=C/C.

ORCA input file:
```
! RIJCOSX wB97M-V def2-TZVPD def2/J DEFGRID3
* xyz 0 1
C -2.221 1.860 0.747
C -1.955 0.769 0.294
C -1.148 -0.573 -0.299
C -1.246 -0.600 -1.797
O -1.173 -1.572 0.380
H -2.615 2.749 1.160
H -1.002 -1.588 -2.186
H -2.219 -0.280 -2.156
H -0.478 0.107 -2.132
H 1.316 0.991 -1.286
N 1.084 0.316 -0.562
C 1.790 0.379 0.491
C 1.788 -0.694 1.514
H 2.675 1.024 0.523
H 2.644 -1.352 1.347
H 1.879 -0.248 2.503
H 0.881 -1.287 1.458
*
```

Version 2
A structure of composition C6H9NO. Source: OMol25; level of theory: ωB97M-V/def2-TZVPD.

For the highest occupied orbital energy, the calculation gives -8.71 eV.

ORCA input file:
```
! RIJCOSX wB97M-V def2-TZVPD def2/J DEFGRID3
* xyz 0 1
C -0.995 -1.114 -0.044
C -0.422 0.249 -0.124
C 1.178 -0.198 -1.292
C 1.034 0.540 0.075
C 0.283 0.668 2.034
C -0.765 1.132 1.222
H -0.625 -1.912 -0.790
H -2.107 -1.058 -0.231
H -0.981 -1.577 1.076
H -0.793 0.130 -2.469
H 2.040 0.048 -2.154
H 1.141 -1.281 -1.360
H 1.357 1.538 -0.259
H 0.496 0.748 3.054
H -1.814 1.490 1.612
N -0.241 0.613 -1.627
O 1.212 -0.017 1.278
*
```

Version 3
A structure of composition C6H9NO. Source: OMol25; level of theory: ωB97M-V/def2-TZVPD.

For the highest occupied orbital energy, the calculation gives -8.52 eV.

ORCA input file:
```
! RIJCOSX wB97M-V def2-TZVPD def2/J DEFGRID3
* xyz 0 1
C -2.035 0.905 -1.267
C -0.578 0.505 -0.854
C 0.361 1.204 -0.153
C 1.336 0.230 0.576
C 0.169 -0.840 -0.655
C 0.352 -0.895 0.976
H -2.525 -0.327 -2.101
H -3.245 1.386 -0.165
H -1.408 2.121 -1.958
H 0.205 2.206 0.083
H 2.073 0.646 1.222
H 2.119 -1.373 -0.142
H -0.406 -1.482 -1.501
H 0.940 -1.719 1.406
H -0.443 -0.231 2.501
N 1.685 -0.504 -0.633
O -0.842 -0.543 1.669
*
```

Which of them is most stable? Easy: version 1.